# C48H59N5OP2PdSSi2

C48H59N5OP2PdSSi2 as an isolated structure in a non-equilibrium geometry (the ωB97M-V functional and the def2-TZVPD basis, the OMol25 dataset).

Energy above the lowest of the compared OMol25 structures with the same formula, charge and spin   54.8 kcal/mol
Strongest force on any atom   1.61 eV/Å

The geometry in XYZ format:
```
119
Properties=species:S:1:pos:R:3:forces:R:3
Pd -0.4381 0.6379 -0.5229 -0.81 -1.15 0.78
C 3.6026 -1.8659 -1.2698 0.04 0.04 0.00
Si 3.5666 -0.3300 -0.1777 -0.13 -0.02 -0.08
C 4.1982 1.1202 -1.1962 -0.01 -0.08 -0.06
C 4.8582 -0.6049 1.1672 -0.06 0.04 -0.03
N 1.9615 -0.0464 0.3453 0.20 0.02 0.27
P 1.2679 -0.0383 1.7709 0.00 0.38 -0.23
C -0.3910 0.1286 1.4428 0.07 -0.31 -0.35
P -2.0448 -0.0558 1.7911 0.10 0.17 -0.07
N -2.7044 -0.0498 0.3558 0.03 0.19 -0.03
Si -4.2449 -0.0553 -0.3832 0.09 -0.02 -0.04
C -3.9546 0.2802 -2.2184 0.02 0.00 0.04
C -5.4316 1.2234 0.3114 0.04 -0.03 -0.01
C -5.0617 -1.7355 -0.1791 0.01 0.04 0.02
C -2.4808 -1.5363 2.7465 0.01 0.03 0.01
C -1.6747 -2.6681 2.7305 0.02 0.00 -0.04
C -2.0994 -3.8428 3.3357 0.00 0.00 0.00
C -3.3410 -3.8958 3.9498 0.00 0.00 -0.01
C -4.1606 -2.7738 3.9574 -0.01 0.00 0.01
C -3.7332 -1.6003 3.3595 0.03 0.00 0.02
C -2.5864 1.3214 2.8498 -0.14 -0.05 -0.03
C -2.9335 2.5214 2.2325 0.01 -0.02 -0.01
C -3.2272 3.6419 2.9930 0.00 0.02 0.01
C -3.1788 3.5739 4.3789 0.00 0.01 0.00
C -2.8284 2.3846 5.0012 0.01 0.00 0.01
C -2.5330 1.2630 4.2401 0.09 0.00 0.00
C 1.8312 1.3167 2.8524 0.02 -0.01 -0.02
C 1.0604 2.4733 2.9258 -0.06 -0.01 0.00
C 1.5012 3.5664 3.6585 -0.01 0.00 0.01
C 2.7117 3.5080 4.3319 0.00 0.00 0.00
C 3.4791 2.3511 4.2790 0.01 0.00 0.01
C 3.0411 1.2619 3.5429 -0.02 0.02 0.03
C 1.5799 -1.5246 2.7664 0.07 -0.01 -0.05
C 1.9276 -2.7002 2.1032 -0.01 0.01 0.02
C 2.0790 -3.8852 2.8055 -0.01 -0.01 0.01
C 1.8814 -3.9025 4.1808 0.00 -0.01 0.00
C 1.5376 -2.7359 4.8481 -0.02 0.00 0.02
C 1.3909 -1.5493 4.1442 -0.09 0.02 0.01
H 4.2856 -1.7438 -2.1135 0.03 -0.01 -0.02
H 2.6105 -2.0775 -1.6687 -0.01 0.05 -0.05
H 3.9342 -2.7430 -0.7084 -0.02 -0.04 0.02
H 5.2778 1.0443 -1.3418 0.03 -0.01 0.01
H 3.9994 2.0718 -0.6957 0.03 0.04 0.02
H 3.7374 1.1359 -2.1863 0.02 -0.04 0.05
H 5.7345 -1.0651 0.7022 0.02 0.01 0.00
H 4.5239 -1.2704 1.9641 -0.03 -0.05 0.02
H 5.1797 0.3357 1.6153 0.00 0.05 0.05
H -2.8893 0.4615 -2.3913 -0.03 -0.01 -0.02
H -4.5010 1.1601 -2.5633 -0.01 0.03 -0.01
H -4.2615 -0.5557 -2.8495 -0.01 -0.03 -0.01
H -5.1399 2.2416 0.0486 0.02 0.02 -0.01
H -5.4760 1.1637 1.4011 -0.02 0.00 0.03
H -6.4394 1.0526 -0.0737 -0.03 0.00 -0.03
H -4.3532 -2.5494 -0.3484 0.02 -0.01 -0.03
H -5.8907 -1.8585 -0.8792 -0.04 0.00 -0.02
H -5.4598 -1.8524 0.8314 0.01 -0.03 0.03
H -0.7119 -2.6319 2.2378 0.00 0.01 0.01
H -1.4594 -4.7154 3.3225 0.01 -0.01 0.00
H -3.6758 -4.8122 4.4180 0.00 -0.01 0.01
H -5.1334 -2.8159 4.4298 -0.01 0.00 0.00
H -4.3752 -0.7272 3.3689 -0.02 0.01 0.00
H -2.9655 2.5676 1.1510 -0.01 0.01 0.00
H -3.4985 4.5684 2.5038 -0.01 0.02 -0.01
H -3.4144 4.4467 4.9735 0.00 0.02 0.01
H -2.7849 2.3296 6.0814 0.00 0.00 0.01
H -2.2506 0.3404 4.7328 -0.01 -0.02 0.01
H 0.1067 2.5046 2.4107 0.05 0.00 0.00
H 0.8922 4.4598 3.7068 -0.01 0.01 0.00
H 3.0549 4.3583 4.9072 0.00 0.01 0.01
H 4.4180 2.2970 4.8150 0.01 0.00 0.01
H 3.6393 0.3615 3.5178 0.05 -0.05 -0.03
H 2.0813 -2.6736 1.0304 0.01 0.00 -0.03
H 2.3516 -4.7937 2.2837 0.01 0.00 0.00
H 2.0010 -4.8256 4.7332 0.00 -0.01 0.00
H 1.3840 -2.7496 5.9193 0.00 0.00 0.01
H 1.1178 -0.6402 4.6676 0.02 0.01 0.00
C 3.1777 5.3335 -3.5547 -0.02 0.00 0.02
C 2.3509 4.5109 -2.5758 0.01 0.00 -0.03
C 2.0595 3.1226 -3.1302 0.01 -0.07 -0.02
N 1.3698 2.2708 -2.1552 -0.11 -0.02 0.00
C 0.0356 2.4320 -1.9015 0.40 0.86 -0.35
S -0.6116 3.0432 -0.4480 0.14 0.02 -0.03
N -0.8362 2.3616 -2.9762 0.00 -0.14 0.17
C -0.7860 1.8661 -4.2930 0.01 0.03 -0.11
O -1.6055 2.3095 -5.0653 0.01 0.00 0.01
C 0.1816 0.8153 -4.7124 0.08 0.05 0.12
C 0.6330 0.8848 -6.0290 0.01 0.03 0.01
C 1.4823 -0.0880 -6.5232 0.00 0.00 -0.02
C 1.8535 -1.1551 -5.7158 -0.02 0.00 0.03
C 1.3789 -1.2450 -4.4159 0.04 0.06 -0.02
C 0.5569 -0.2519 -3.9039 -0.01 0.10 0.02
H 3.3650 6.3343 -3.1683 0.01 0.02 0.00
H 2.6641 5.4368 -4.5121 -0.01 0.01 -0.02
H 4.1431 4.8614 -3.7439 0.02 -0.01 -0.01
H 1.4072 5.0173 -2.3563 0.00 -0.01 0.02
H 2.8795 4.4102 -1.6237 0.01 0.00 0.00
H 2.9866 2.6200 -3.4134 -0.04 0.04 0.00
H 1.4603 3.1994 -4.0338 -0.09 -0.02 -0.09
H 1.8936 2.1354 -1.2961 -0.09 0.04 -0.04
H -1.7184 2.8266 -2.7979 0.03 -0.04 0.00
H 0.3039 1.7057 -6.6518 0.00 0.01 -0.01
H 1.8417 -0.0242 -7.5413 0.01 0.00 -0.02
H 2.5033 -1.9277 -6.1056 0.01 -0.02 0.00
H 1.6379 -2.0942 -3.8011 0.01 -0.01 0.02
H 0.1904 -0.3397 -2.8853 0.05 0.06 -0.06
N -0.7345 -1.8268 -1.0230 -0.01 -0.04 0.18
C -0.5887 -2.7750 -2.0491 -0.04 0.01 -0.02
C 0.4515 -3.6998 -2.0313 -0.02 -0.02 0.04
C 0.6260 -4.5759 -3.0920 -0.01 -0.04 0.01
C -0.2379 -4.5497 -4.1770 0.01 -0.01 0.00
C -1.2839 -3.6360 -4.1885 0.00 0.01 0.01
C -1.4575 -2.7507 -3.1386 -0.01 -0.04 0.00
H -0.1988 -2.0344 -0.1866 0.02 0.00 -0.05
H -1.6944 -1.6255 -0.7480 0.04 -0.01 -0.02
H 1.1253 -3.7277 -1.1829 -0.01 -0.02 0.01
H 1.4425 -5.2865 -3.0654 0.01 -0.01 0.00
H -0.1017 -5.2361 -5.0015 0.00 0.00 -0.01
H -1.9648 -3.6029 -5.0291 -0.01 0.00 -0.01
H -2.2589 -2.0217 -3.1608 -0.02 0.01 0.00
```
Forces are in eV/Å.

Löwdin atomic charge list, values in e, 99 entries: 0.59 -0.17 0.32 -0.18 -0.18 -0.25 0.66 -0.46 0.67 -0.28 0.32 -0.17 -0.18 -0.18 -0.27 -0.07 -0.07 -0.08 -0.08 -0.10 -0.29 -0.12 -0.07 -0.09 -0.08 -0.09 -0.28 -0.09 -0.07 -0.09 -0.08 -0.09 -0.30 -0.11 -0.07 -0.08 -0.07 -0.08 0.03 -0.01 0.03 0.04 0.03 0.01 0.03 0.02 0.02 -0.01 0.03 0.02 0.02 0.02 0.03 0.02 0.03 0.02 0.08 0.10 0.10 0.10 0.11 0.06 0.11 0.10 0.10 0.10 0.06 0.10 0.10 0.10 0.09 0.08 0.11 0.10 0.11 0.11 -0.10 -0.24 -0.20 -0.01 -0.87 0.70 0.10 -0.40 0.11 -0.15 -0.02 -0.07 -0.06 -0.06 -0.02 0.07 0.08 0.07 0.11 0.11 0.11 0.12 0.07